1.
Density functional theory data (ωB97M-V/def2-TZVPD) for a molecular structure, C29H48NOP3SV.

<S²>: 0.895
LUMO (alpha / beta), Eh: -0.551 / -0.539

Structure (ORCA input):
```
! RIJCOSX wB97M-V def2-TZVPD def2/J DEFGRID3
* xyz 4 2
V 0.608 0.405 0.171
P -1.380 0.922 -1.064
P 0.847 -3.271 -1.696
P 0.842 2.550 0.954
H 3.386 -2.815 -2.214
C 3.111 -2.101 -1.414
C 3.742 -2.483 -0.146
H 3.626 -3.536 0.152
C -1.034 1.613 -2.722
C -2.665 -0.336 -1.426
C -2.460 2.191 -0.280
C 1.383 -4.676 -2.715
C -0.830 -3.639 -1.123
C 0.756 -1.840 -2.807
C 2.127 2.403 2.255
C -0.305 3.681 1.803
C 1.515 3.635 -0.364
H 3.368 -1.085 -1.705
H 4.839 -2.315 -0.282
H -1.966 1.972 -3.180
H -0.596 0.838 -3.364
H -0.329 2.449 -2.634
H -3.552 0.163 -1.841
H -2.963 -0.847 -0.502
H -2.309 -1.076 -2.152
H -2.051 3.201 -0.417
H -2.549 1.970 0.796
H -3.465 2.144 -0.731
H 0.692 -5.510 -2.568
H 2.377 -4.959 -2.352
H 1.428 -4.408 -3.776
H -1.374 -4.235 -1.867
H -1.389 -2.721 -0.901
H -0.738 -4.232 -0.207
H 1.009 -2.149 -3.837
H 1.485 -1.067 -2.511
H -0.234 -1.352 -2.808
H 2.155 3.341 2.828
H 3.112 2.176 1.823
H 1.849 1.577 2.927
H 0.288 4.370 2.421
H -0.977 3.108 2.452
H -0.903 4.254 1.086
H 2.120 4.430 0.091
H 0.677 4.077 -0.923
H 2.139 3.074 -1.071
C 3.643 -0.411 0.914
C 3.029 0.414 -0.071
C 3.918 1.378 -0.641
C 5.124 1.697 -0.036
C 5.544 1.042 1.128
C 4.800 -0.024 1.617
O 3.265 -1.747 0.994
H 1.645 -3.552 -0.510
H 2.208 0.014 -0.752
H 3.651 1.846 -1.592
H 5.759 2.467 -0.473
H 6.477 1.314 1.623
H 5.161 -0.641 2.448
N 0.139 -0.980 1.464
S -0.643 -0.769 2.949
C -2.179 0.185 2.772
C -2.259 1.383 3.508
C -3.418 2.158 3.463
C -4.525 1.714 2.741
C -4.479 0.491 2.077
C -3.312 -0.284 2.108
C -1.439 -2.349 3.341
C -1.804 -3.253 2.344
C -2.558 -4.389 2.671
C -2.950 -4.606 3.997
C -2.575 -3.705 5.001
C -1.804 -2.586 4.682
H 0.491 -1.945 1.404
H -1.418 1.671 4.142
H -3.477 3.100 4.009
H -5.434 2.312 2.707
H -5.357 0.115 1.551
H -3.297 -1.284 1.676
H -1.525 -3.048 1.308
H -2.842 -5.091 1.884
H -3.558 -5.475 4.247
H -2.890 -3.876 6.031
H -1.500 -1.876 5.448
*
```

2.
Density functional theory data (ωB97M-V/def2-TZVPD) for a molecular structure, C29H48O24.

LUMO, Eh: -0.004

Structure (ORCA input):
```
! RIJCOSX wB97M-V def2-TZVPD def2/J DEFGRID3
* xyz 0 1
C -18.952 16.850 19.878
C -18.264 17.956 20.666
O -16.912 17.922 20.051
C -16.897 17.090 18.987
O -15.915 16.823 18.286
O -18.055 16.335 18.986
H -19.814 17.177 19.296
H -19.314 16.015 20.479
H -18.297 17.626 21.704
H -18.816 18.890 20.765
C -15.913 14.155 18.485
C -16.670 12.921 18.853
O -15.811 12.310 19.816
C -14.644 12.993 19.976
O -13.650 12.697 20.588
O -14.675 14.034 19.171
H -16.531 15.046 18.585
H -15.597 14.028 17.449
H -16.693 12.289 17.965
H -17.683 13.130 19.196
C -12.157 12.211 22.108
C -12.298 10.675 22.271
C -11.480 9.860 21.263
O -10.665 9.046 22.044
C -10.801 9.404 23.281
O -9.988 9.140 24.090
O -11.756 10.281 23.478
H -12.688 12.627 22.964
H -12.706 12.576 21.240
H -11.153 12.634 22.078
H -13.320 10.330 22.117
H -11.108 10.467 20.438
H -12.233 9.285 20.724
C -20.432 14.574 19.782
C -20.335 13.174 20.366
C -19.672 12.158 19.416
O -19.104 11.318 20.367
C -18.776 11.959 21.519
O -17.989 11.541 22.368
O -19.477 13.155 21.490
H -19.551 15.169 19.542
H -20.984 15.145 20.529
H -20.875 14.510 18.789
H -21.321 12.928 20.761
H -18.963 12.757 18.844
H -20.405 11.559 18.875
C -17.272 13.081 24.465
C -16.581 13.983 23.324
C -16.114 13.320 22.039
O -16.660 14.131 21.080
C -17.519 14.981 21.611
O -18.358 15.622 21.002
O -17.441 14.982 22.974
H -18.234 12.714 24.107
H -17.394 13.759 25.310
H -16.614 12.266 24.768
H -15.725 14.461 23.800
H -16.620 12.355 22.024
H -15.052 13.185 21.832
C -17.982 10.169 17.542
O -16.783 10.933 17.335
C -15.622 10.260 17.325
O -15.454 9.098 17.708
O -14.626 11.064 16.879
C -14.648 12.147 15.976
H -17.873 9.600 18.465
H -18.224 9.413 16.794
H -18.888 10.775 17.551
H -13.915 12.018 15.180
H -14.623 13.124 16.460
H -15.532 12.166 15.339
C -12.840 15.860 20.016
C -14.115 16.615 19.698
O -14.951 16.971 20.786
C -14.527 17.849 21.664
O -13.435 18.478 21.682
O -15.322 17.904 22.742
C -16.402 17.054 23.033
H -13.095 14.949 20.558
H -12.187 16.479 20.631
H -12.213 15.562 19.176
H -14.710 15.992 19.030
H -13.875 17.435 19.022
H -15.960 16.221 23.579
H -16.903 16.708 22.130
H -17.146 17.579 23.632
C -11.050 9.157 14.587
C -11.619 8.734 15.895
O -11.825 9.972 16.664
C -12.760 10.118 17.600
O -13.621 9.317 17.888
O -12.631 11.276 18.241
C -13.588 11.750 19.160
H -10.917 8.297 13.932
H -10.210 9.813 14.819
H -11.660 9.903 14.078
H -10.951 8.114 16.493
H -12.581 8.250 15.729
H -13.219 11.711 20.184
H -14.538 11.235 19.300
H -13.677 12.790 18.844
*
```

3.
Density functional theory data (ωB97M-V/def2-TZVPD) for 2 unconnected molecules or ions with the total composition C29H49BrNO9P2.

LUMO, Eh: 0.040

Structure (ORCA input):
```
! RIJCOSX wB97M-V def2-TZVPD def2/J DEFGRID3
* xyz -1 1
C 6.031 -0.503 2.406
C 6.704 0.862 2.706
C 7.338 1.546 1.483
C 6.341 2.282 0.575
C 5.528 1.380 -0.364
C 4.249 2.033 -0.895
C 3.449 1.059 -1.804
C 1.936 1.389 -1.667
C 1.253 0.365 -0.707
C -0.051 0.984 -0.193
P -1.110 -0.117 0.959
C -2.513 1.178 1.063
C -3.801 0.931 0.307
O -4.841 1.912 0.662
C -4.491 3.184 0.346
O -4.187 3.500 -0.772
C -4.575 4.176 1.501
C -4.069 3.600 2.838
C -1.778 -0.994 -0.636
C -2.805 -2.097 -0.545
O -3.571 -2.259 -1.451
Br -2.987 -3.348 0.929
C -0.329 0.708 2.563
C 1.162 0.882 2.611
O 1.985 0.002 2.736
C 1.740 2.312 2.605
C 1.013 3.466 2.326
C 1.598 4.729 2.370
C 2.934 4.856 2.719
C 3.694 3.724 3.004
C 3.085 2.481 2.937
O 0.199 -1.431 1.015
C 0.112 -2.221 2.001
N -0.023 -2.812 2.984
H 6.271 -1.221 3.193
H 6.446 -0.900 1.475
H 4.948 -0.431 2.285
H 7.528 0.638 3.396
H 6.019 1.510 3.261
H 8.033 2.302 1.869
H 7.897 0.788 0.924
H 5.676 2.883 1.207
H 6.890 2.999 -0.050
H 6.161 1.178 -1.239
H 5.238 0.440 0.110
H 3.573 2.364 -0.098
H 4.500 2.919 -1.491
H 3.784 1.242 -2.830
H 3.592 0.012 -1.523
H 1.765 2.423 -1.365
H 1.503 1.201 -2.659
H 1.989 0.158 0.074
H 1.121 -0.538 -1.306
H -0.623 1.265 -1.088
H 0.183 1.940 0.288
H -1.876 -0.951 1.844
H -2.807 1.230 2.117
H -2.074 2.166 0.854
H -3.725 0.966 -0.779
H -4.222 -0.011 0.664
H -3.981 5.042 1.212
H -5.615 4.468 1.674
H -4.508 2.633 3.073
H -4.411 4.290 3.621
H -2.980 3.598 2.907
H -2.108 -0.320 -1.427
H -0.900 -1.487 -1.073
H -0.738 1.705 2.740
H -0.613 0.134 3.454
H -0.036 3.412 2.055
H 1.046 5.631 2.133
H 3.430 5.820 2.790
H 4.735 3.769 3.304
H 3.649 1.583 3.176
C -5.364 -4.121 -2.826
O -5.843 -4.981 -3.878
P -5.531 -6.582 -3.722
O -5.652 -6.845 -2.274
O -3.974 -6.419 -4.221
C -3.702 -5.669 -5.412
O -5.626 -8.139 -4.294
C -5.454 -8.383 -5.700
H -5.385 -3.103 -3.209
H -6.016 -4.182 -1.959
H -4.345 -4.375 -2.549
H -3.316 -4.687 -5.141
H -4.591 -5.539 -6.031
H -2.947 -6.202 -5.989
H -4.390 -8.460 -5.932
H -5.905 -7.597 -6.306
H -5.936 -9.328 -5.941
*
```